Below is a structure of composition C39H50CrN10O4S4Sb, with properties calculated with the ωB97M-V functional and the def2-TZVPD basis.

XYZ file:
```
109
Properties=species:S:1:pos:R:3:forces:R:3
Cr -1.024 0.109 -0.320 -0.9 -0.2 -0.1
N -0.801 1.233 1.419 -0.1 0.1 -0.2
C -2.110 1.712 1.896 0.0 -0.1 -0.1
C -2.200 2.003 3.391 -0.1 0.0 0.1
C -1.031 2.725 4.055 0.0 0.0 0.1
C -0.608 4.072 3.457 0.1 0.0 0.0
N 0.553 3.960 2.566 0.1 0.0 0.1
C 1.782 3.702 3.013 -0.1 0.0 0.1
N 2.021 3.650 4.325 0.1 0.0 -0.1
N 2.789 3.541 2.152 -0.1 0.1 -0.1
C -3.107 0.604 1.537 0.0 0.0 0.2
O -4.215 0.555 2.005 0.1 0.0 -0.2
O -2.606 -0.300 0.711 0.4 -0.3 0.0
H -0.395 0.588 2.103 0.1 -0.1 0.0
H -0.099 1.965 1.350 0.0 0.0 -0.1
H -2.370 2.594 1.306 0.0 0.0 0.0
H -2.342 1.056 3.919 0.0 0.0 0.0
H -3.124 2.564 3.542 0.0 0.0 0.0
H -0.152 2.071 4.089 -0.1 0.0 0.0
H -1.333 2.892 5.090 0.0 0.0 0.0
H -0.354 4.774 4.253 0.0 0.1 0.0
H -1.415 4.538 2.894 0.0 0.0 -0.1
H 0.439 4.037 1.564 0.0 0.2 -0.1
H 1.270 3.699 4.989 0.0 0.0 0.0
H 2.902 3.298 4.662 0.0 0.0 0.0
H 2.551 3.346 1.186 0.0 0.0 0.0
H 3.652 3.144 2.486 0.0 0.0 0.0
C -3.960 4.543 -3.876 0.1 -0.1 0.0
C -2.873 3.489 -4.127 -0.1 0.1 0.1
C -2.978 2.323 -3.199 -0.2 -0.1 0.0
N -2.129 2.029 -2.289 0.1 -0.2 0.1
N -2.484 0.925 -1.544 0.1 0.5 -0.2
C -3.627 0.376 -1.929 0.2 0.0 0.1
N -4.157 -0.743 -1.410 0.0 0.1 0.0
S -4.347 1.228 -3.237 0.0 0.1 -0.1
H -3.849 5.373 -4.574 0.0 0.0 0.0
H -3.892 4.934 -2.860 0.0 0.0 0.0
H -4.959 4.125 -4.015 0.0 0.0 0.0
H -1.881 3.918 -3.979 0.0 0.0 0.0
H -2.935 3.135 -5.158 0.0 0.0 0.0
H -3.853 -0.961 -0.464 0.0 -0.1 0.0
H -5.107 -0.972 -1.647 0.0 0.0 0.0
S 2.001 0.519 3.125 0.0 -0.1 -0.1
Sb 1.745 -1.671 2.607 -0.1 -0.5 0.3
C 2.241 -2.816 4.310 0.0 0.0 0.0
C 3.120 -3.894 4.232 -0.1 0.1 0.1
C 3.387 -4.650 5.368 0.0 0.0 -0.1
C 2.781 -4.333 6.575 0.0 0.0 0.0
C 1.922 -3.244 6.660 0.0 0.0 0.0
C 1.656 -2.481 5.532 0.1 0.0 0.0
C -0.267 -2.273 2.243 0.0 0.0 -0.2
C -1.201 -2.216 3.276 0.0 0.1 -0.1
C -2.470 -2.755 3.101 0.0 0.1 0.0
C -2.805 -3.373 1.905 0.0 0.0 0.0
C -1.884 -3.429 0.869 0.1 0.0 0.0
C -0.621 -2.864 1.028 -0.1 -0.1 0.2
C 2.829 -2.626 1.071 0.0 0.1 0.0
C 2.560 -3.973 0.821 0.1 0.1 -0.1
C 3.289 -4.647 -0.151 0.0 0.0 0.0
C 4.279 -3.981 -0.865 0.0 0.0 0.0
C 4.549 -2.643 -0.608 0.0 0.0 0.0
C 3.827 -1.962 0.366 0.0 -0.1 0.0
H 3.611 -4.144 3.299 0.0 0.0 0.0
H 4.077 -5.484 5.308 0.0 0.0 0.0
H 2.983 -4.932 7.455 0.0 0.1 0.0
H 1.470 -2.980 7.608 0.0 0.0 0.0
H 1.020 -1.606 5.615 0.0 0.0 0.0
H -0.939 -1.773 4.231 0.0 0.0 0.0
H -3.193 -2.706 3.907 0.0 0.0 0.0
H -3.786 -3.816 1.785 0.0 0.0 0.0
H -2.141 -3.930 -0.057 0.0 0.0 0.0
H 0.116 -2.942 0.237 0.0 0.0 0.0
H 1.799 -4.501 1.384 0.0 0.0 0.0
H 3.094 -5.696 -0.339 0.0 0.0 0.0
H 4.849 -4.510 -1.619 0.0 0.0 0.0
H 5.330 -2.129 -1.156 0.0 0.0 0.0
H 4.045 -0.919 0.573 0.0 0.0 0.0
O 2.601 0.230 -1.763 -0.2 0.0 0.2
C 1.749 0.012 -0.968 -0.1 0.1 0.0
N 0.892 -0.205 -0.159 0.6 0.0 -0.3
S 0.483 3.317 -0.780 0.2 0.0 0.1
C 1.336 3.840 -2.148 0.0 0.2 0.0
N 2.218 3.122 -2.836 0.2 -0.1 -0.2
C 2.810 3.854 -3.962 -0.1 0.0 0.2
C 2.114 5.230 -3.870 -0.1 -0.1 0.1
N 1.210 5.042 -2.728 0.1 0.0 -0.1
H 2.466 2.177 -2.577 0.0 0.0 0.1
H 2.601 3.353 -4.904 0.0 0.0 0.0
H 3.888 3.929 -3.846 0.0 0.0 0.0
H 1.555 5.466 -4.772 0.0 0.0 0.0
H 2.820 6.037 -3.683 0.0 0.0 0.0
H 0.656 5.771 -2.319 0.0 0.0 0.0
C 0.921 -2.786 -2.781 0.0 0.1 -0.1
S -0.823 -2.541 -2.461 0.0 -0.2 0.1
O -0.913 -1.104 -1.971 -0.2 0.3 0.3
C -1.422 -2.466 -4.130 0.1 0.1 0.0
C -1.956 -3.619 -4.686 0.0 0.0 0.0
C -2.383 -3.584 -6.007 0.0 0.0 0.0
C -2.286 -2.407 -6.736 0.0 0.0 0.0
C -1.769 -1.255 -6.153 0.0 0.0 0.0
C -1.329 -1.276 -4.838 -0.1 0.0 -0.1
H 1.287 -1.897 -3.299 0.0 -0.1 0.0
H 1.024 -3.674 -3.408 0.0 0.0 0.1
H 1.443 -2.928 -1.832 -0.1 0.0 0.0
H -2.041 -4.529 -4.099 0.0 0.1 -0.1
H -2.803 -4.473 -6.460 0.0 0.0 0.0
H -2.618 -2.387 -7.767 0.0 0.0 0.1
H -1.709 -0.337 -6.726 0.0 -0.1 0.0
H -0.934 -0.387 -4.360 0.0 0.0 0.0
```
Forces are in eV/Å.

Output
Multiplicity: 4
LUMO level (alpha / beta): -5.18 / -4.18 eV
HOMO-LUMO gap (alpha / beta): 7.52 / 8.53 eV
Net charge: +2
HOMO (alpha / beta): -12.70 / -12.71 eV
<S²>: 3.7816
Molar mass: 1024.92 Da